Entry 1:
Below is a molecular structure, C30H18BrIrN4O8, with properties calculated with ωB97M-V/def2-TZVPD.

ORCA input file:
```
! RIJCOSX wB97M-V def2-TZVPD def2/J DEFGRID3
* xyz 1 2
Ir 0.4313 -0.1317 -0.0978
O -5.7600 1.9105 -2.1662
C -4.6918 2.4619 -2.2242
O -4.6394 3.6219 -2.7950
C -3.4261 1.8757 -1.6872
C -2.2122 2.5515 -1.7895
C -1.0817 1.9433 -1.2785
N -1.1985 0.7405 -0.7097
C -2.3439 0.0585 -0.6164
C -3.5079 0.6243 -1.1030
C -2.1881 -1.2774 0.0140
C -3.2452 -2.1263 0.2726
C -2.9962 -3.3483 0.8823
C -1.6993 -3.6838 1.2229
C -0.6812 -2.7880 0.9373
N -0.9162 -1.6235 0.3399
C 0.3046 2.4709 -1.2674
C 0.6526 3.7151 -1.7461
C 1.9729 4.1337 -1.6428
C 2.9052 3.2953 -1.0637
C 2.4938 2.0512 -0.6106
N 1.2328 1.6486 -0.7188
H -2.1821 3.5235 -2.2613
H -4.4707 0.1347 -1.0559
H -4.2515 -1.8351 0.0087
H -3.8127 -4.0246 1.0946
H -1.4676 -4.6198 1.7092
H 0.3484 -2.9895 1.1980
H -0.0983 4.3585 -2.1806
H 2.2622 5.1104 -2.0052
H 3.9387 3.5890 -0.9546
H 3.1761 1.3562 -0.1406
O 2.1659 -1.1017 0.4753
C 2.7450 -1.9490 -0.2353
C 2.4244 -2.3665 -1.5564
C 3.2325 -3.4010 -2.0839
C 3.0348 -3.8370 -3.3547
C 2.0493 -3.2661 -4.1796
C 1.2658 -2.2569 -3.7049
C 1.4123 -1.7712 -2.3762
O 0.6443 -0.8034 -2.0092
N 3.8758 -4.9198 -3.8810
O 3.6606 -5.2838 -5.0172
O 4.7098 -5.3920 -3.1368
H 3.6138 -2.4291 0.2261
H 4.0111 -3.8522 -1.4828
H 1.9332 -3.6396 -5.1873
H 0.5082 -1.7977 -4.3241
Br 0.7789 -0.3938 7.0889
C 0.1317 0.9503 5.9239
C -0.4101 2.1112 6.4534
C -0.8829 3.0913 5.5926
C -0.8145 2.9100 4.2201
C -0.2695 1.7404 3.7041
C 0.2087 0.7527 4.5575
C -0.2176 1.5663 2.2167
O -0.6160 2.4349 1.4489
O 0.2702 0.4232 1.8396
H -0.4614 2.2453 7.5248
H -1.3075 3.9988 6.0004
H -1.1821 3.6626 3.5368
H 0.6372 -0.1535 4.1558
*
```

Output
Maximum force (eV/A): 2.32
Calculated total energy (eV): -126616.5894
LUMO (spin up / spin down) (eV): -4.366 / -6.548
Kohn-Sham gap (spin up / spin down) (eV): 6.61 / 4.42
Energy above the lowest of the compared OMol25 structures with the same formula, charge and spin (eV): 0.357
<S²>: 0.786

***

Entry 2:
Below is C4H7NO in the gas phase, with properties calculated with ωB97M-V/def2-TZVPD.

ORCA input file:
```
! RIJCOSX wB97M-V def2-TZVPD def2/J DEFGRID3
* xyz 0 3
C -1.3412 -0.3249 -0.1857
C -0.7943 1.1773 -0.1008
C -0.0276 -1.1078 0.0796
C 0.9460 0.0906 0.1357
N 2.2051 0.3135 0.7451
O 2.0587 0.0760 -0.7372
H -2.2986 -0.6175 0.4204
H -1.5963 -0.7109 -1.1891
H -0.8769 1.6190 -1.1015
H -0.8663 1.6307 0.8738
H 0.0311 -1.7260 1.1079
H 0.1617 -1.7785 -0.7990
H 2.3985 1.3586 0.7508
*
```

Output
Maximum force (eV/A): 6.90
Calculated total energy (eV): -7789.7618
LUMO (spin up / spin down) (eV): 1.082 / -1.648
Kohn-Sham gap (spin up / spin down) (eV): 6.56 / 8.47
Energy above the lowest of the compared OMol25 structures with the same formula, charge and spin (eV): 4.076
<S²>: 2.006

***

Entry 3:
Below is C5H8O2 in the gas phase, with properties calculated with ωB97M-V/def2-TZVPD.

ORCA input file:
```
! RIJCOSX wB97M-V def2-TZVPD def2/J DEFGRID3
* xyz 0 1
C -2.0270 -0.1463 -0.9675
C -0.8929 -0.4279 0.0140
C 0.1699 0.6797 0.0105
C 1.2043 0.4299 1.0714
O 1.0369 0.4140 2.2495
C 2.6307 -0.5859 -0.4163
O 2.5464 0.1882 0.6348
H -2.5499 0.7857 -0.7240
H -2.7655 -0.9538 -0.9430
H -1.6592 -0.0652 -1.9961
H -0.4119 -1.3815 -0.2355
H -1.2959 -0.5199 1.0286
H 0.6419 0.7549 -0.9690
H -0.2988 1.6379 0.2640
H 3.7221 -0.7763 -0.4921
*
```

Output
Maximum force (eV/A): 0.82
Calculated total energy (eV): -9406.7465
LUMO (eV): 0.115
Kohn-Sham gap (eV): 9.29
Energy above the lowest of the compared OMol25 structures with the same formula, charge and spin (eV): 3.086

***

Entry 4:
Below is C2H3Cl2N in the gas phase, with properties calculated with ωB97M-V/def2-TZVPD.

ORCA input file:
```
! RIJCOSX wB97M-V def2-TZVPD def2/J DEFGRID3
* xyz 0 1
C 0.5049 -0.0167 -0.3107
C -0.7776 -0.0152 0.4420
N 1.6091 0.0843 0.2641
Cl -1.6236 1.4477 -0.1006
Cl -1.6665 -1.4139 -0.1034
H 0.2627 -0.2743 -1.3535
H -0.6564 -0.1005 1.4596
H 2.3473 0.2886 -0.2975
*
```

Output
Maximum force (eV/A): 3.68
Calculated total energy (eV): -28656.6519
LUMO (eV): 0.798
Kohn-Sham gap (eV): 11.30
Energy above the lowest of the compared OMol25 structures with the same formula, charge and spin (eV): 0.284
SMILES string: [H]/N=C/C(Cl)Cl